Record 1
Computed, not measured: a structure of composition C25H70F3FeN12O13 in a non-equilibrium geometry, with ωB97M-V with the def2-TZVPD basis set.

**HOMO-LUMO gap (alpha / beta)**: 5.1 / 2.8 eV
**Multiplicity**: 6
**Total charge**: +2
**F_max**: 9.0 eV Å⁻¹
**HOMO level (alpha / beta)**: -0.4632 / -0.4632 hartree
**Total energy**: -4192.4838 Ha
**Lowest unoccupied orbital energy (alpha / beta)**: -7.50 / -9.81 eV

Positions of all 124 atoms, in Å:
Fe (2.98, -3.51, -0.60)
C (0.76, -1.18, 0.57)
O (0.30, -0.37, -0.55)
O (1.85, -1.94, 0.06)
C (1.11, -0.31, 1.85)
F (1.87, -0.96, 2.74)
F (1.64, 0.86, 1.58)
F (0.00, -0.08, 2.58)
C (-1.06, 0.12, -0.45)
C (-1.46, 0.57, -1.84)
H (-2.52, 0.58, -2.10)
H (-0.89, 1.48, -2.02)
H (-0.92, -0.04, -2.56)
H (-1.01, 0.98, 0.22)
H (-1.72, -0.62, 0.00)
H (-0.11, -1.78, 0.82)
C (2.27, 2.99, 5.05)
O (2.95, 3.22, 6.01)
N (1.35, 3.76, 4.51)
N (2.34, 1.84, 4.42)
H (1.10, 3.54, 3.56)
H (1.05, 4.57, 5.04)
H (1.58, 1.39, 3.94)
H (3.13, 1.28, 4.73)
C (5.07, -2.45, 1.78)
O (4.45, -3.10, 0.98)
N (6.33, -2.75, 2.06)
N (4.60, -1.52, 2.52)
H (6.85, -3.40, 1.48)
H (6.86, -2.13, 2.65)
H (3.63, -1.21, 2.49)
H (5.19, -0.90, 3.05)
C (1.84, -2.37, -3.55)
O (2.23, -2.94, -2.51)
N (1.56, -1.08, -3.57)
N (1.81, -2.90, -4.75)
H (1.61, -0.59, -2.69)
H (1.37, -0.64, -4.46)
H (2.07, -3.88, -4.77)
H (1.26, -2.42, -5.45)
C (-1.99, -4.07, 2.15)
O (-0.78, -3.98, 2.21)
N (-2.66, -5.04, 2.54)
N (-2.61, -2.99, 2.02)
H (-2.31, -5.87, 3.00)
H (-3.67, -5.01, 2.53)
H (-3.62, -3.01, 1.97)
H (-2.11, -2.12, 2.13)
C (5.28, -1.58, -1.79)
O (4.25, -2.08, -1.38)
N (6.36, -2.29, -1.98)
N (5.44, -0.26, -2.01)
H (7.10, -1.85, -2.51)
H (6.42, -3.24, -1.65)
H (6.38, -0.01, -2.28)
H (4.63, 0.34, -1.89)
C (-5.38, 2.32, -3.42)
O (-5.41, 2.55, -2.22)
N (-4.29, 1.96, -3.96)
N (-6.34, 2.46, -4.28)
H (-4.22, 1.77, -4.95)
H (-3.47, 2.11, -3.38)
H (-7.14, 3.00, -4.00)
H (-6.24, 1.91, -5.12)
C (-5.32, 2.42, 2.82)
C (-4.73, 2.08, 1.48)
C (-4.03, 0.68, 1.43)
O (-5.83, 2.14, 0.56)
H (-5.81, 3.39, 2.75)
H (-4.51, 2.52, 3.54)
H (-5.88, 1.62, 3.32)
H (-3.94, 2.76, 1.15)
H (-2.96, 0.88, 1.49)
H (-4.33, 0.07, 0.58)
H (-4.31, -0.04, 2.20)
H (-5.46, 2.28, -0.31)
C (2.48, 1.77, -1.26)
C (3.16, 2.42, -2.49)
C (2.25, 3.58, -3.00)
O (4.37, 3.06, -2.14)
H (2.76, 0.72, -1.17)
H (1.40, 1.81, -1.17)
H (2.75, 2.32, -0.35)
H (3.41, 1.59, -3.14)
H (1.20, 3.27, -3.05)
H (2.54, 4.06, -3.94)
H (2.28, 4.44, -2.33)
H (4.87, 3.30, -2.92)
C (-1.66, 5.16, 2.21)
C (-0.88, 5.23, 0.92)
C (-1.49, 4.47, -0.25)
O (-0.74, 6.58, 0.63)
H (-2.62, 5.69, 2.23)
H (-1.01, 5.41, 3.05)
H (-1.82, 4.11, 2.46)
H (0.13, 4.84, 1.03)
H (-0.92, 4.74, -1.14)
H (-2.47, 4.85, -0.50)
H (-1.46, 3.38, -0.20)
H (-1.54, 7.04, 0.89)
C (-3.29, -3.62, -6.30)
C (-3.07, -2.54, -5.24)
C (-1.70, -2.80, -4.49)
O (-2.87, -1.31, -5.89)
H (-2.49, -3.63, -7.04)
H (-4.14, -3.43, -6.95)
H (-3.39, -4.65, -5.95)
H (-3.93, -2.41, -4.58)
H (-1.54, -3.82, -4.15)
H (-1.51, -2.04, -3.73)
H (-0.84, -2.76, -5.16)
H (-2.09, -1.50, -6.41)
C (0.25, -2.34, 5.18)
C (0.97, -3.60, 5.51)
C (2.51, -3.37, 5.34)
O (0.72, -4.10, 6.80)
H (0.69, -1.42, 5.56)
H (-0.76, -2.38, 5.59)
H (0.30, -2.21, 4.10)
H (0.61, -4.31, 4.77)
H (2.64, -2.82, 4.41)
H (3.01, -4.32, 5.19)
H (2.94, -2.82, 6.18)
H (0.16, -3.52, 7.32)

---

Record 2
Computed, not measured: a cluster of 13 separate species, C25H71BrNO17P in total in a non-equilibrium geometry, with ωB97M-V with the def2-TZVPD basis set.

**HOMO-LUMO gap**: 8.9 eV
**Total charge**: 0
**F_max**: 2.1 eV Å⁻¹
**HOMO level**: -0.3155 hartree
**Total energy**: -5244.1639 Ha
**Lowest unoccupied orbital energy**: 0.35 eV

Positions of all 116 atoms, in Å:
C (-6.02, -1.17, 3.63)
C (-6.94, -1.12, 2.42)
C (-6.66, 0.07, 1.55)
O (-6.76, 1.21, 1.98)
O (-6.31, -0.17, 0.25)
C (-5.34, 0.72, -0.27)
C (-4.43, 0.07, -1.30)
C (-3.24, -0.76, -0.78)
P (-3.60, -1.40, 0.95)
O (-4.68, -2.57, 0.60)
Br (-1.80, -2.58, 1.55)
C (-2.87, -1.96, -1.74)
C (-1.45, -1.61, -2.21)
C (-0.21, -2.33, -1.65)
C (0.66, -1.56, -0.63)
C (2.04, -1.21, -1.20)
C (3.10, -2.24, -0.82)
N (4.20, -2.23, -1.80)
C (-1.47, -0.13, -2.05)
O (-1.09, 0.77, -2.77)
O (-2.10, 0.11, -0.83)
H (-6.36, -0.46, 4.37)
H (-4.99, -0.95, 3.40)
H (-6.07, -2.15, 4.10)
H (-6.91, -2.04, 1.84)
H (-7.96, -1.01, 2.77)
H (-5.83, 1.55, -0.76)
H (-4.75, 1.17, 0.52)
H (-5.00, -0.48, -2.04)
H (-3.99, 0.92, -1.82)
H (-4.25, -3.39, 0.31)
H (-3.47, -1.82, -2.63)
H (-2.98, -2.96, -1.34)
H (-1.43, -1.87, -3.26)
H (0.42, -2.64, -2.48)
H (-0.56, -3.25, -1.19)
H (0.15, -0.69, -0.22)
H (0.83, -2.22, 0.21)
H (2.03, -1.17, -2.29)
H (2.36, -0.23, -0.84)
H (3.45, -2.05, 0.19)
H (2.62, -3.22, -0.87)
H (4.86, -1.51, -1.54)
H (4.66, -3.12, -1.80)
C (-4.25, 2.21, -4.69)
O (-3.14, 1.33, -4.79)
H (-4.99, 1.91, -5.44)
H (-4.71, 2.15, -3.70)
H (-3.95, 3.24, -4.89)
H (-2.49, 1.60, -4.13)
C (-4.88, 2.32, 5.57)
O (-5.57, 1.27, 6.25)
H (-3.87, 1.97, 5.37)
H (-5.37, 2.56, 4.62)
H (-4.82, 3.22, 6.19)
H (-6.46, 1.58, 6.43)
C (2.89, 2.55, 0.10)
O (3.99, 1.64, 0.00)
H (2.10, 2.18, -0.56)
H (2.53, 2.58, 1.13)
H (3.17, 3.56, -0.23)
H (4.68, 1.97, 0.58)
C (4.95, -0.55, 1.94)
O (6.32, -0.28, 2.26)
H (4.85, -0.53, 0.86)
H (4.66, -1.54, 2.31)
H (4.30, 0.21, 2.37)
H (6.40, -0.29, 3.21)
C (8.82, -3.31, 3.20)
O (7.57, -3.06, 2.57)
H (8.92, -4.39, 3.32)
H (9.65, -2.95, 2.58)
H (8.87, -2.83, 4.18)
H (7.48, -2.11, 2.46)
C (6.58, 1.27, -2.63)
O (5.96, 0.31, -1.78)
H (7.57, 0.91, -2.89)
H (6.00, 1.41, -3.55)
H (6.67, 2.23, -2.11)
H (5.09, 0.64, -1.56)
C (-1.62, -1.25, 5.19)
O (-0.27, -0.93, 5.54)
H (-1.70, -1.21, 4.11)
H (-1.88, -2.26, 5.52)
H (-2.32, -0.53, 5.63)
H (-0.20, -0.98, 6.49)
C (0.19, 1.31, 2.50)
O (1.53, 1.63, 2.85)
H (0.08, 1.35, 1.42)
H (-0.06, 0.30, 2.84)
H (-0.50, 2.03, 2.95)
H (1.59, 1.58, 3.80)
C (10.89, 1.92, -4.06)
O (9.76, 1.81, -3.20)
H (10.52, 2.12, -5.06)
H (11.54, 2.75, -3.76)
H (11.47, 1.00, -4.08)
H (10.09, 1.64, -2.32)
C (-4.43, -3.60, -5.32)
O (-3.27, -3.66, -4.49)
H (-5.15, -2.96, -4.83)
H (-4.18, -3.16, -6.30)
H (-4.86, -4.59, -5.47)
H (-2.63, -4.22, -4.92)
C (-4.62, 3.64, -8.28)
O (-6.03, 3.68, -8.03)
H (-4.12, 3.93, -7.36)
H (-4.30, 2.64, -8.56)
H (-4.35, 4.35, -9.06)
H (-6.47, 3.43, -8.84)
C (1.56, 3.07, 6.97)
O (0.49, 2.61, 6.15)
H (1.68, 4.13, 6.81)
H (1.34, 2.89, 8.03)
H (2.50, 2.57, 6.72)
H (0.40, 1.67, 6.29)

---

Record 3
Computed, not measured: a cluster of 11 separate species, C25H74N2O11 in total in a non-equilibrium geometry, with ωB97M-V with the def2-TZVPD basis set.

**HOMO-LUMO gap**: 9.9 eV
**Total charge**: 0
**Relative energy (zero: lowest compared OMol25 entry of this formula, charge and spin)**: 174.93 kJ/mol
**F_max**: 2.4 eV Å⁻¹
**HOMO level**: -0.3416 hartree
**Total energy**: -1933.8806 Ha
**Lowest unoccupied orbital energy**: 0.58 eV

Positions of all 112 atoms, in Å:
C (-2.53, -0.87, -4.22)
C (-3.40, 0.43, -4.05)
C (-4.40, 0.30, -2.90)
O (-2.48, 1.43, -3.69)
H (-1.80, -0.72, -5.02)
H (-3.13, -1.70, -4.58)
H (-2.07, -1.27, -3.31)
H (-3.88, 0.66, -5.00)
H (-5.21, 1.03, -2.93)
H (-3.92, 0.26, -1.93)
H (-4.91, -0.67, -2.96)
H (-2.92, 2.24, -3.46)
C (3.78, 1.90, 3.21)
C (2.45, 1.98, 3.94)
C (1.28, 2.27, 2.95)
O (2.23, 0.65, 4.37)
H (4.08, 2.83, 2.72)
H (3.86, 1.14, 2.44)
H (4.61, 1.77, 3.91)
H (2.42, 2.62, 4.82)
H (1.53, 3.16, 2.38)
H (0.33, 2.34, 3.48)
H (1.20, 1.43, 2.26)
H (2.89, 0.07, 3.99)
C (2.30, -6.95, -0.81)
C (1.66, -5.60, -0.51)
C (0.30, -5.75, 0.23)
O (2.60, -4.95, 0.33)
H (3.31, -6.84, -1.21)
H (1.66, -7.52, -1.48)
H (2.34, -7.61, 0.05)
H (1.41, -5.09, -1.44)
H (-0.36, -6.35, -0.40)
H (-0.17, -4.78, 0.41)
H (0.29, -6.24, 1.20)
H (2.54, -5.42, 1.16)
C (-0.19, 5.55, -0.28)
C (0.25, 4.26, -1.01)
C (-0.89, 3.72, -1.86)
O (1.29, 4.62, -1.90)
H (-0.60, 6.31, -0.96)
H (0.56, 6.05, 0.33)
H (-1.09, 5.35, 0.31)
H (0.62, 3.54, -0.29)
H (-0.51, 2.78, -2.27)
H (-1.23, 4.44, -2.59)
H (-1.74, 3.57, -1.19)
H (0.85, 4.91, -2.69)
C (-3.46, -3.86, 0.48)
O (-2.99, -3.32, -0.75)
H (-3.09, -4.88, 0.53)
H (-3.05, -3.35, 1.35)
H (-4.55, -3.96, 0.47)
H (-2.17, -2.89, -0.49)
C (3.03, 1.51, -0.65)
O (3.46, 0.15, -0.56)
H (3.21, 2.03, -1.59)
H (1.99, 1.65, -0.35)
H (3.59, 2.11, 0.07)
H (4.35, 0.12, -0.93)
C (-0.43, -0.25, -0.74)
O (-0.62, -1.57, -0.27)
H (-1.22, -0.02, -1.46)
H (-0.50, 0.54, 0.00)
H (0.52, -0.12, -1.28)
H (0.16, -1.83, 0.24)
C (1.38, 0.38, -4.47)
O (1.73, -0.98, -4.56)
H (0.50, 0.60, -5.07)
H (1.09, 0.63, -3.44)
H (2.28, 0.94, -4.70)
H (1.33, -1.42, -3.81)
C (-0.44, -3.75, -3.56)
O (0.18, -2.72, -2.80)
H (0.24, -4.16, -4.30)
H (-0.72, -4.55, -2.88)
H (-1.42, -3.50, -3.98)
H (-0.49, -2.29, -2.26)
C (-4.82, 5.80, 0.66)
C (-4.21, 4.92, 1.77)
C (-3.59, 3.59, 1.15)
O (-3.02, 2.76, 2.18)
C (-2.21, 1.69, 1.70)
N (-3.24, 5.74, 2.40)
H (-5.57, 5.17, 0.19)
H (-4.04, 6.10, -0.05)
H (-5.29, 6.70, 1.04)
H (-4.95, 4.66, 2.52)
H (-2.87, 3.90, 0.39)
H (-4.37, 3.01, 0.65)
H (-2.02, 1.01, 2.54)
H (-1.27, 2.03, 1.28)
H (-2.74, 1.10, 0.95)
H (-3.70, 6.31, 3.10)
H (-2.83, 5.10, 3.07)
C (1.17, -2.67, 3.00)
C (2.09, -1.93, 2.05)
C (3.57, -2.03, 2.49)
O (3.78, -1.55, 3.83)
C (5.07, -1.70, 4.28)
N (1.95, -2.29, 0.66)
H (1.24, -3.76, 2.98)
H (0.19, -2.24, 2.80)
H (1.46, -2.43, 4.03)
H (1.80, -0.89, 2.16)
H (4.29, -1.45, 1.90)
H (3.90, -3.07, 2.52)
H (5.40, -2.74, 4.35)
H (5.22, -1.32, 5.29)
H (5.71, -1.03, 3.71)
H (2.63, -1.72, 0.17)
H (2.15, -3.26, 0.45)

---

Record 4
Computed, not measured: a cluster of 11 separate species, C25H74N2O19 in total in a non-equilibrium geometry, with ωB97M-V with the def2-TZVPD basis set.

**HOMO-LUMO gap**: 9.0 eV
**Total charge**: 0
**Relative energy (zero: lowest compared OMol25 entry of this formula, charge and spin)**: 545.26 kJ/mol
**F_max**: 3.7 eV Å⁻¹
**HOMO level**: -0.3281 hartree
**Total energy**: -2535.5804 Ha
**Lowest unoccupied orbital energy**: 0.10 eV

Positions of all 120 atoms, in Å:
C (6.04, 5.73, 3.01)
C (6.83, 6.34, 1.89)
O (7.57, 7.48, 2.16)
O (6.83, 5.15, 4.05)
H (5.49, 4.94, 2.50)
H (5.31, 6.43, 3.42)
H (6.19, 6.78, 1.12)
H (7.48, 5.62, 1.39)
H (8.22, 7.33, 2.84)
H (6.28, 4.91, 4.80)
C (-2.98, -6.64, -0.99)
C (-4.20, -5.77, -0.84)
O (-3.80, -4.48, -1.28)
O (-2.85, -7.14, -2.24)
H (-3.03, -7.49, -0.30)
H (-1.99, -6.21, -0.82)
H (-4.60, -5.76, 0.17)
H (-4.96, -6.15, -1.52)
H (-3.29, -4.12, -0.56)
H (-2.11, -7.74, -2.23)
C (-8.21, -0.97, -5.11)
C (-9.36, -2.00, -4.79)
O (-10.07, -2.47, -5.92)
O (-7.67, -0.27, -4.02)
H (-8.50, -0.20, -5.83)
H (-7.36, -1.51, -5.52)
H (-10.10, -1.59, -4.11)
H (-8.83, -2.72, -4.17)
H (-9.94, -1.82, -6.62)
H (-7.33, -0.88, -3.36)
C (-2.19, -3.31, -9.33)
C (-1.91, -4.28, -8.22)
O (-2.93, -5.22, -8.10)
O (-1.39, -3.93, -10.34)
H (-1.81, -2.30, -9.19)
H (-3.25, -3.21, -9.59)
H (-1.99, -3.63, -7.35)
H (-0.92, -4.71, -8.31)
H (-2.85, -5.66, -7.25)
H (-1.66, -4.85, -10.35)
C (-7.81, -1.53, 5.45)
C (-7.81, -0.72, 6.82)
O (-7.00, -1.41, 7.78)
O (-8.24, -2.88, 5.65)
H (-6.92, -1.47, 4.82)
H (-8.54, -1.16, 4.74)
H (-8.82, -0.74, 7.22)
H (-7.59, 0.35, 6.80)
H (-7.20, -1.06, 8.66)
H (-9.15, -2.82, 5.37)
C (-0.28, 0.82, -0.77)
C (-1.12, 0.93, 0.44)
O (-1.25, -0.25, 1.19)
O (1.15, 0.97, -0.50)
H (-0.52, 1.73, -1.32)
H (-0.68, 0.00, -1.35)
H (-2.17, 1.04, 0.16)
H (-0.89, 1.75, 1.13)
H (-0.60, -0.20, 1.90)
H (1.05, 1.65, 0.17)
C (0.64, 8.08, -1.18)
C (1.22, 9.27, -1.89)
O (1.90, 10.01, -0.89)
O (-0.31, 8.50, -0.24)
H (1.39, 7.56, -0.57)
H (0.22, 7.36, -1.88)
H (0.51, 10.00, -2.28)
H (1.85, 8.91, -2.70)
H (2.20, 10.86, -1.22)
H (0.09, 9.26, 0.21)
C (0.29, 0.04, 7.47)
C (1.45, 0.99, 7.15)
O (1.21, 1.55, 5.86)
O (-0.93, 0.79, 7.29)
H (0.37, -0.26, 8.52)
H (0.15, -0.84, 6.84)
H (2.40, 0.48, 7.04)
H (1.60, 1.77, 7.90)
H (0.54, 2.23, 5.98)
H (-1.67, 0.19, 7.26)
C (-3.43, 5.75, 5.03)
O (-2.05, 5.92, 4.85)
H (-3.86, 5.11, 4.26)
H (-3.64, 5.37, 6.03)
H (-3.92, 6.73, 5.11)
H (-1.97, 6.34, 3.99)
C (3.49, -9.22, 5.75)
C (2.52, -8.10, 5.33)
C (2.42, -7.97, 3.82)
O (3.46, -7.37, 3.02)
C (3.67, -5.98, 3.23)
N (1.24, -8.26, 5.95)
H (4.47, -8.75, 5.63)
H (3.35, -10.14, 5.19)
H (3.39, -9.67, 6.74)
H (2.81, -7.16, 5.79)
H (1.50, -7.42, 3.64)
H (2.30, -8.93, 3.33)
H (2.83, -5.32, 3.05)
H (4.52, -5.61, 2.66)
H (4.08, -5.78, 4.22)
H (0.43, -7.78, 5.57)
H (0.93, -9.18, 6.23)
C (8.30, 4.84, -5.83)
C (7.29, 4.50, -6.90)
C (7.28, 3.06, -7.36)
O (6.84, 2.10, -6.37)
C (5.49, 1.78, -6.44)
N (6.01, 4.94, -6.38)
H (8.45, 5.91, -5.66)
H (9.25, 4.38, -6.10)
H (8.07, 4.27, -4.93)
H (7.41, 5.16, -7.75)
H (8.28, 2.83, -7.73)
H (6.61, 2.94, -8.22)
H (5.28, 0.89, -5.85)
H (5.14, 1.60, -7.46)
H (4.83, 2.53, -6.01)
H (6.19, 5.86, -5.99)
H (5.81, 4.44, -5.52)

---

Q: The highest total charge belongs to which entry?
A: C25H70F3FeN12O13

---

Q: Which formula does entry 3 have?
A: C25H74N2O11